24
Properties=species:S:1:pos:R:3:forces:R:3:lowdin_charge:R:1 method="wB97M-V/def2-TZVPD" e_homo_ev=-8.53 spin_multiplicity=1 smiles=Cc1ccc(O)cc1.CC
C 1.06375 -2.92786 0.82688 0.57 -0.25 0.84 -0.0611
C -1.95005 0.01891 0.04455 0.09 0.76 0.13 -0.3349
C -1.77361 -1.04427 -0.82395 0.12 -0.17 0.24 -0.0222
C -1.25598 0.06205 1.24698 -0.20 -0.36 -0.28 -0.0157
C -0.82236 -2.01363 -0.52120 0.11 0.48 -0.31 -0.0448
C -0.36647 -0.95954 1.54120 0.09 0.72 0.24 -0.0481
C -0.02081 -1.91587 0.60852 -0.57 -0.88 0.20 -0.2921
O -2.72678 1.12199 -0.25894 -0.66 -0.44 -0.22 0.0193
H -2.35613 -1.08013 -1.72859 -0.07 -0.13 -0.25 0.1095
H -3.50760 0.86799 -0.78955 0.72 0.08 0.30 0.1138
H -1.41024 0.87757 1.93786 -0.17 -0.01 0.03 0.1172
H -0.64912 -2.84112 -1.19040 -0.04 -0.06 -0.27 0.1121
H 0.03533 -0.97186 2.53913 0.57 0.01 0.11 0.1095
H 1.76735 -2.92624 -0.00101 -0.02 -0.13 -0.19 0.0771
H 0.71365 -3.94542 1.00392 -0.32 -0.06 -0.44 0.0783
H 1.66779 -2.75411 1.72627 -0.18 0.47 -0.13 0.0761
C 0.88665 2.81932 -1.23394 -0.84 -0.74 1.04 -0.1608
C 2.02564 2.30509 -0.35671 0.61 0.42 0.18 -0.1756
H 0.08148 2.06940 -1.24698 0.26 -0.03 -0.24 0.0511
H 0.38634 3.64740 -0.73908 0.23 0.54 -0.31 0.0598
H 1.16010 3.03906 -2.25906 0.15 0.18 -0.02 0.0596
H 1.83205 2.35065 0.72284 -0.48 -0.18 -0.28 0.0613
H 2.93030 2.91842 -0.44187 -0.06 -0.09 -0.33 0.0569
H 2.28871 1.28218 -0.60684 0.10 -0.14 -0.01 0.0538


27
Properties=species:S:1:pos:R:3:forces:R:3:lowdin_charge:R:1 method="wB97M-V/def2-TZVPD" e_homo_ev=-9.61 spin_multiplicity=1 smiles="N[C@@H](CO)C(=O)N[C@@H](CC(=O)O)C(=O)O"
C 2.32396 -0.45878 0.43972 -1.16 0.21 -0.47 -0.3311
C 1.12079 -0.70110 -0.44943 0.91 0.27 -1.28 -0.4296
C 2.62011 1.00560 0.56195 1.85 1.24 -0.98 -0.2585
C -1.05384 0.19961 -0.92538 -1.95 -0.27 0.67 -0.1909
C -1.69144 1.52204 -0.52775 1.71 0.02 -0.10 -0.4862
C -2.07011 -0.96805 -0.68229 0.44 1.75 -0.31 -0.0141
C -2.59587 -0.96677 0.71921 1.36 0.97 0.49 -0.4860
H 3.79150 -1.66962 0.72147 0.47 -0.14 -1.25 0.0964
H 3.20583 -1.68312 -0.86591 0.00 -0.46 -0.10 0.0654
H 1.95169 -0.72532 1.42252 0.44 -0.78 0.58 0.1569
H 3.03358 1.35555 -0.40017 -0.42 0.00 -0.01 0.1380
H 3.46693 1.16042 1.23966 0.02 -0.51 0.02 0.1306
H 0.95740 2.18084 0.47589 0.90 -0.37 0.23 0.0887
H 0.20931 0.57989 0.67421 -0.41 1.23 1.82 0.0958
H -0.84472 0.17103 -1.99509 0.26 0.28 0.01 0.1737
H -2.91806 -0.85360 -1.34932 -0.07 -0.24 -0.25 0.1344
H -1.50470 -1.84031 -0.91990 0.01 -0.99 -0.04 0.1236
H -3.57955 -2.08689 1.83750 -0.30 -0.05 0.65 0.1254
H -3.09043 2.52594 -0.86724 -0.99 1.00 0.03 0.1325
N 3.49296 -1.10751 -0.08985 0.26 -0.53 2.01 0.0734
N 0.09008 0.07034 -0.13934 0.25 -1.27 -0.67 0.1097
O 1.13835 -1.39161 -1.45622 0.12 -0.54 -0.06 0.0711
O 1.63585 1.80959 1.08333 -1.69 1.38 0.69 -0.0592
O -1.17816 2.41598 0.12069 -0.27 -0.83 -0.58 0.1196
O -2.32809 -0.09923 1.54508 -0.95 -1.60 -0.96 0.1180
O -3.31402 -2.07285 0.91814 -0.06 0.18 0.15 0.1385
O -2.86935 1.62793 -1.09147 -0.72 0.04 -0.26 0.1637


23
Properties=species:S:1:pos:R:3:forces:R:3:lowdin_charge:R:1 method="wB97M-V/def2-TZVPD" e_homo_ev=-9.03 spin_multiplicity=1 smiles=Cc1ccccc1.CC
C -2.81270 1.23722 1.22919 -0.04 0.15 0.22 -0.1812
C -2.86265 2.41061 2.20861 -0.20 -0.29 -0.13 -0.1686
H -3.78012 1.07626 0.75478 0.00 0.07 -0.12 0.0640
H -2.06623 1.44109 0.46197 -0.05 -0.15 -0.12 0.0501
H -2.55863 0.30460 1.73406 0.14 0.02 0.01 0.0604
H -3.20181 3.31126 1.69735 0.12 0.09 0.05 0.0610
H -3.56550 2.21368 3.01800 0.03 0.02 0.06 0.0602
H -1.87988 2.58651 2.64262 0.00 0.12 0.04 0.0604
C 3.24303 0.43785 -0.84702 -0.28 -0.63 0.36 -0.0514
C -0.26584 -0.99793 -0.47808 0.28 -0.14 0.03 -0.0841
C -0.10072 -2.27161 -1.00629 0.23 -0.02 -0.02 -0.0960
C 0.82102 -0.12836 -0.42025 -0.25 -0.18 -0.11 -0.0533
C 2.06901 -0.52007 -0.89113 0.10 0.42 0.10 -0.2849
C 1.15132 -2.67651 -1.47299 -0.53 0.22 0.16 -0.0879
C 2.22393 -1.80126 -1.40569 0.01 -0.26 -0.13 -0.0626
H -1.22582 -0.70016 -0.08116 -0.03 0.06 -0.06 0.0751
H -0.93320 -2.96264 -1.03968 -0.03 0.03 -0.02 0.0975
H 0.69270 0.86707 -0.01097 0.01 0.00 0.03 0.1044
H 1.24741 -3.67323 -1.88251 0.20 0.01 -0.01 0.0989
H 4.13019 -0.13354 -0.56881 0.16 0.19 -0.23 0.0757
H 3.09684 1.18771 -0.07160 -0.05 0.15 -0.12 0.0721
H 3.19771 -2.12562 -1.75633 0.00 0.06 -0.01 0.1096
H 3.37997 0.91706 -1.81405 0.16 0.08 0.01 0.0804


9
Properties=species:S:1:pos:R:3:forces:R:3:lowdin_charge:R:1 method="wB97M-V/def2-TZVPD" e_homo_ev=-8.95 spin_multiplicity=1 smiles=NP(N)S
N -0.24287 -1.30767 -0.76864 -0.97 4.43 2.74 -0.2514
N 0.05552 1.34555 0.22950 -1.59 0.37 1.63 -0.3676
P 0.78656 0.46132 -0.98743 -0.73 -3.28 1.11 0.5350
S 2.46811 -0.23407 0.27688 -1.01 -0.12 -0.43 0.2709
H -0.30484 -1.64277 -1.67350 -0.33 -1.06 -2.40 -0.0931
H -1.26989 -0.95330 -0.50504 2.82 -0.97 -0.88 0.0367
H -0.97134 1.58422 0.20818 1.65 -0.30 -0.43 0.0557
H 0.28335 0.99404 1.17728 -0.22 0.43 -0.84 0.0100
H 1.68177 -1.12640 0.96639 0.38 0.49 -0.50 -0.1961


56
Properties=species:S:1:pos:R:3:forces:R:3:lowdin_charge:R:1 method="wB97M-V/def2-TZVPD" e_homo_ev=-8.12 spin_multiplicity=1 smiles="NCCCNC(=O)Cn1c(=O)c2c3c(sc2n(Cc2ccccc2)c1=O)CCCC3"
N -1.84826 3.23050 1.09996 0.07 -0.23 -0.07 0.0186
H -1.95216 3.03231 0.10860 0.07 -0.05 0.07 0.0466
H -0.95094 2.84274 1.38009 -0.13 -0.01 -0.10 0.0384
C -1.86193 4.65836 1.33156 0.19 0.23 0.16 -0.2928
C -0.65804 5.45519 0.79192 -0.38 -0.20 -0.08 -0.1750
H 0.24929 5.10335 1.28958 0.06 0.08 0.05 0.1073
H -0.79987 6.50458 1.05577 0.05 0.07 0.04 0.1011
C -0.46845 5.33597 -0.72784 -0.06 0.19 0.12 -0.1732
N 0.48676 4.31065 -1.09257 0.17 0.24 -0.08 0.0698
C 0.13146 3.12176 -1.60689 0.59 0.10 0.00 -0.4883
O -1.01045 2.81620 -1.88238 -0.33 -0.23 -0.13 0.0644
C 1.29596 2.15409 -1.85598 -0.12 0.05 -0.04 -0.0223
N 0.88164 0.84240 -1.38944 0.16 0.37 0.00 0.0896
C 0.76681 -0.16554 -2.32453 -0.04 -0.20 -0.05 -0.4198
O 1.14530 -0.03705 -3.46852 0.10 0.03 -0.30 0.0846
N 0.21481 -1.34740 -1.87042 -0.08 0.15 -0.20 0.0120
C -0.20419 -1.46134 -0.58174 -0.09 0.23 0.71 -0.4046
C -0.07744 -0.45422 0.35116 -0.14 -0.48 -0.30 -0.0871
C -0.62872 -0.81481 1.62056 -0.09 -0.19 -0.05 -0.1937
C -1.14530 -2.06644 1.62115 0.16 0.11 -0.34 -0.4539
S -0.96901 -2.86275 0.07085 0.10 0.44 0.22 1.1558
C -1.79627 -2.73334 2.78215 -0.12 -0.10 0.13 -0.2015
C -2.18372 -1.67151 3.81399 0.18 -0.15 0.09 -0.1921
C -1.00900 -0.73097 4.07266 -0.21 0.12 -0.11 -0.1867
C -0.68557 0.07658 2.81708 0.09 0.01 0.23 -0.1312
H 0.26397 0.60338 2.92345 -0.07 0.05 0.01 0.1189
H -1.45558 0.83450 2.64337 0.04 0.08 0.04 0.1182
H -1.24723 -0.05171 4.89203 0.06 -0.01 0.04 0.1109
H -0.13644 -1.31960 4.36497 0.05 -0.01 0.07 0.1192
H -2.49142 -2.15919 4.74023 -0.07 0.01 -0.02 0.1098
H -3.02829 -1.09212 3.43710 -0.09 0.01 0.01 0.1218
H -2.67661 -3.29125 2.45500 0.00 -0.04 0.05 0.1104
H -1.10199 -3.45295 3.22994 -0.07 -0.03 0.03 0.1188
C 0.52558 0.79042 -0.04038 -0.01 -0.44 -0.03 -0.3444
O 0.74058 1.75318 0.67464 0.08 0.08 0.06 0.0726
C 0.10685 -2.47379 -2.78552 0.13 -0.11 -0.27 -0.0951
C 1.15700 -3.51064 -2.48029 -0.05 -0.10 -0.03 -0.2194
C 2.50065 -3.17920 -2.60977 -0.02 -0.02 0.00 -0.0253
C 3.48038 -4.10582 -2.30455 0.06 0.06 -0.01 -0.0755
C 3.12616 -5.37232 -1.86921 0.01 -0.09 0.03 -0.0884
C 1.78974 -5.70886 -1.74331 0.03 -0.12 0.03 -0.0795
C 0.80786 -4.78064 -2.04491 0.05 0.08 -0.13 -0.0731
H -0.23462 -5.04489 -1.94254 -0.12 -0.03 0.01 0.0992
H 1.50903 -6.69542 -1.40580 -0.02 -0.09 0.03 0.1032
H 3.89156 -6.09576 -1.63057 0.06 -0.06 0.02 0.1013
H 4.52212 -3.84091 -2.40872 0.08 0.02 -0.01 0.1035
H 2.77163 -2.19313 -2.95766 0.04 0.13 -0.05 0.1134
H -0.89696 -2.89884 -2.69661 0.04 0.06 -0.07 0.1197
H 0.24922 -2.06848 -3.79111 -0.15 -0.09 0.19 0.1355
H 2.19991 2.46382 -1.32663 -0.08 0.00 -0.09 0.1323
H 1.48833 2.07448 -2.92825 -0.02 0.07 0.20 0.1346
H 1.42987 4.43792 -0.76134 -0.06 -0.18 -0.05 0.1422
H -1.41215 5.07774 -1.21357 0.10 0.10 -0.02 0.1219
H -0.11164 6.28614 -1.13756 -0.11 -0.08 0.00 0.1152
H -1.90861 4.81518 2.41534 -0.11 0.14 -0.10 0.1025
H -2.78162 5.05945 0.89542 0.02 0.08 0.09 0.1095


102
Properties=species:S:1:pos:R:3:forces:R:3:lowdin_charge:R:1 method="wB97M-V/def2-TZVPD" total_charge=+1 e_homo_ev=-10.20 spin_multiplicity=1
Pb 0.45535 -1.25460 0.11632 0.30 0.20 0.20 1.4430
C 3.39254 2.55474 0.52318 0.02 -0.03 0.06 -0.0672
C 2.69628 1.36714 0.69376 -0.03 0.05 -0.03 -0.0904
N 1.92848 0.88564 -0.26916 0.01 -0.02 -0.07 0.0335
C 1.84580 1.56070 -1.41197 0.03 0.01 -0.04 -0.1917
C 2.46184 2.80476 -1.52230 -0.01 0.00 0.01 -0.0515
N 3.23951 3.29617 -0.56451 -0.02 0.00 -0.01 0.1255
C 1.12588 0.91059 -2.54323 -0.05 0.02 0.05 -0.1723
C 1.20897 1.43223 -3.82750 -0.04 0.04 0.01 0.0690
C 0.58070 0.78142 -4.87770 -0.01 -0.02 -0.01 -0.1253
C -0.10786 -0.39082 -4.59519 -0.01 0.02 0.03 0.0587
C -0.15705 -0.85359 -3.29019 -0.03 -0.02 -0.01 -0.1858
N 0.44754 -0.21211 -2.28439 0.11 -0.07 -0.08 0.0902
C -0.88100 -2.11560 -2.96187 -0.03 0.02 -0.01 -0.1887
C -1.70908 -2.76582 -3.87770 0.01 0.00 0.01 -0.0622
N -2.34384 -3.89135 -3.58842 0.01 0.02 -0.01 0.1178
C -2.16827 -4.39229 -2.37142 -0.01 -0.02 0.03 -0.0824
C -1.37220 -3.75102 -1.43650 -0.02 0.03 0.02 -0.0842
N -0.73857 -2.62210 -1.73851 0.05 0.00 -0.01 0.0262
C 0.65398 1.30371 -6.26034 0.00 -0.02 0.01 -0.1747
C 1.83324 1.83471 -6.76782 -0.02 0.02 -0.01 -0.0056
C 1.84474 2.29845 -8.07527 0.02 0.00 0.01 -0.1214
N 0.78302 2.27295 -8.87451 -0.01 0.00 0.00 0.0753
C -0.34351 1.76933 -8.38030 -0.02 0.00 -0.01 -0.1237
C -0.45946 1.27058 -7.09162 0.00 0.02 -0.01 -0.0126
H 4.06445 2.91073 1.29130 -0.02 0.04 0.02 0.0963
H 2.75362 0.80910 1.62121 0.06 -0.03 -0.02 0.0897
H 2.31996 3.43469 -2.39074 0.05 -0.02 -0.02 0.1164
H 1.76193 2.33941 -4.01888 0.01 -0.01 -0.01 0.1172
H -0.56797 -0.94229 -5.40039 0.01 0.00 -0.01 0.1198
H -1.88658 -2.35884 -4.86331 0.00 -0.01 -0.01 0.1170
H -2.67475 -5.31845 -2.13141 -0.01 0.00 0.00 0.1189
H -1.24516 -4.13900 -0.43236 0.02 -0.01 -0.01 0.1084
H 2.73762 1.86506 -6.17412 0.00 -0.01 0.00 0.1179
H 2.75529 2.70613 -8.49873 0.00 0.00 -0.01 0.1132
H -1.19915 1.76447 -9.04575 0.00 0.00 0.00 0.1123
H -1.41033 0.88946 -6.74031 0.01 -0.02 0.00 0.1064
C 7.56547 3.21548 4.19485 0.00 0.02 0.00 -0.0660
O 6.72694 3.86721 3.25160 -0.02 -0.02 0.00 -0.0726
C 5.49662 4.25003 3.65858 0.06 0.01 -0.02 -0.2830
C 4.71246 4.88597 2.69344 0.01 0.02 0.00 -0.0163
C 3.42239 5.27476 2.98513 0.01 0.04 0.04 -0.0171
C 2.91719 5.08001 4.27058 -0.16 -0.02 0.09 -0.2774
C 3.72749 4.52917 5.25126 0.01 -0.06 0.00 -0.0213
C 5.00177 4.07279 4.94833 -0.05 0.00 -0.01 -0.0023
N 1.65282 5.59884 4.70782 -0.06 0.21 -0.27 0.0818
N 0.61368 5.47637 4.04766 0.33 -0.38 0.18 0.0928
C 0.50482 4.59042 2.91219 -0.11 0.27 -0.08 -0.2192
C 0.12895 5.10831 1.70176 0.08 -0.04 0.00 -0.0082
C -0.28413 4.27135 0.65101 -0.05 0.00 0.07 0.0222
C -0.36312 2.91984 0.83667 -0.23 0.07 0.01 -0.3131
O -0.83586 2.15248 -0.20111 0.33 -0.14 -0.07 -0.4227
C 0.03900 2.34386 2.06835 0.05 -0.05 -0.05 -0.1899
N -0.02576 0.98751 2.19376 -0.04 0.03 0.03 0.0122
C 0.31156 0.44811 3.33741 0.01 0.03 0.07 -0.1455
C 0.74190 1.19918 4.45052 -0.01 -0.03 -0.02 -0.0225
C 0.81559 2.55591 4.34032 0.00 0.02 -0.03 0.0265
C 0.47880 3.18459 3.11544 -0.05 -0.05 0.13 -0.0773
H 8.48077 2.97402 3.66378 0.00 0.00 0.00 0.0958
H 7.10378 2.29563 4.56100 0.00 0.00 0.00 0.0964
H 7.79647 3.87344 5.03515 0.00 -0.01 0.01 0.0988
H 5.14555 5.07739 1.71991 -0.02 -0.03 -0.02 0.1282
H 2.83309 5.77684 2.23218 -0.03 0.01 -0.02 0.1141
H 3.34895 4.45797 6.26330 0.01 0.00 0.01 0.1198
H 5.60410 3.62085 5.72191 0.00 0.00 0.00 0.1072
H 0.11295 6.18218 1.56737 -0.02 0.00 0.01 0.1259
H -0.60536 4.69610 -0.29095 0.00 -0.01 0.00 0.1293
H 0.24209 -0.63408 3.40360 0.00 0.00 0.01 0.0897
H 0.99691 0.69636 5.37269 -0.01 -0.01 0.00 0.1152
H 1.12134 3.15545 5.18602 0.00 0.01 0.00 0.1109
Se 0.41254 -4.13795 2.85517 -0.08 -0.04 0.01 1.1750
N -0.71220 -2.95624 2.11942 0.16 -0.09 -0.11 -0.2999
C -1.93760 -3.32485 2.45164 -0.11 0.13 0.00 -0.3960
C -3.13315 -2.64247 2.05635 0.01 0.00 0.01 -0.0323
C -4.32769 -3.14326 2.44900 -0.02 -0.05 0.05 -0.0595
C -4.42585 -4.33062 3.25539 0.00 0.05 -0.04 -0.0632
C -3.32340 -4.99523 3.66852 0.03 0.01 0.00 -0.0107
C -2.03529 -4.50476 3.27533 -0.03 -0.08 0.03 -0.3867
N -0.88751 -5.06727 3.60274 0.04 0.04 -0.01 -0.2197
H -3.06401 -1.73056 1.47573 0.03 -0.02 -0.02 0.0727
H -5.24035 -2.63568 2.16447 -0.01 -0.01 0.00 0.1098
H -5.40840 -4.68390 3.53727 0.00 0.00 0.01 0.1097
H -3.37924 -5.88169 4.28467 0.00 0.00 0.00 0.1203
Cl 5.74633 -1.66660 1.50132 -0.02 0.02 -0.02 0.6358
C 4.15990 -2.31749 1.86518 0.05 -0.01 0.03 -0.9806
Cl 3.41519 -1.44123 3.24950 0.03 0.00 -0.03 0.5949
C 3.16310 -2.21463 0.69543 0.02 -0.21 -0.02 -0.8459
O 3.39715 -1.51388 -0.27771 -0.06 0.12 -0.04 -0.0219
O 2.08119 -2.86495 0.90178 -0.04 -0.08 0.15 -0.3334
H 4.27558 -3.34727 2.18496 -0.03 0.00 0.00 0.0680
Se -1.98992 0.80451 0.16832 -0.37 0.05 -0.12 1.1288
C -2.68635 0.73101 -1.60877 -0.05 0.07 0.01 -0.4868
C -3.50310 -0.35876 -1.89392 -0.04 0.00 -0.01 -0.1360
C -4.04084 -0.50081 -3.16379 0.00 0.00 -0.02 -0.0826
C -3.75045 0.43147 -4.15229 0.02 0.01 0.02 -0.0782
C -2.93451 1.51490 -3.85713 -0.03 0.02 0.01 -0.0739
C -2.40296 1.67658 -2.58380 0.01 0.00 0.00 -0.0950
H -3.73258 -1.09690 -1.13016 0.03 0.01 -0.01 0.1023
H -4.68344 -1.34428 -3.38180 0.00 0.00 0.00 0.1144
H -4.17230 0.32044 -5.14266 -0.01 0.00 0.00 0.1093
H -2.72135 2.25640 -4.61742 0.01 -0.01 0.00 0.1112
H -1.77602 2.52658 -2.35451 -0.01 0.00 0.01 0.1049


What are the F_max values for these records? In order: 0.02975, 0.04745, 0.01516, 0.10308, 0.01456, 0.01041 hartree/bohr.
What are the energy values for these records? In order: -11607.2616, -22719.6354, -9560.0871, -23185.1418, -46176.9678, -235888.0450 eV.